[1]
88
Properties=species:S:1:pos:R:3 method="wB97M-V/def2-TZVPD" de_lowest_kj_mol=296.0 fmax_ha_per_bohr=0.029 homo_ha="-0.408 / -0.408" total_charge=+1 multiplicity=4 s2=3.817
Re -0.118 1.737 -0.301
C -2.190 1.077 -0.641
C -1.963 0.016 -1.541
C -1.498 -1.135 -0.733
C -1.442 -0.700 0.564
C -1.806 0.700 0.698
C -2.373 1.296 1.978
C -2.621 2.796 1.835
C -1.436 1.022 3.155
C -3.716 0.592 2.229
C -1.071 -2.554 -1.103
C -2.306 -3.456 -1.253
C -0.192 -2.598 -2.357
C -0.239 -3.159 0.038
C -2.326 0.172 -3.021
C -1.070 0.315 -3.886
C -3.163 1.445 -3.236
C -3.181 -0.995 -3.525
H -2.805 1.933 -0.864
H -1.087 -1.295 1.389
H -1.712 3.351 1.599
H -2.999 3.190 2.778
H -3.367 3.011 1.073
H -0.470 1.507 3.024
H -1.277 -0.046 3.306
H -1.880 1.410 4.071
H -4.398 0.732 1.391
H -4.189 1.006 3.119
H -3.582 -0.478 2.387
H -2.958 -3.167 -2.069
H -2.893 -3.450 -0.335
H -1.980 -4.480 -1.433
H -0.707 -2.292 -3.261
H 0.152 -3.620 -2.510
H 0.693 -1.970 -2.238
H -0.824 -3.310 0.944
H 0.637 -2.562 0.284
H 0.120 -4.139 -0.273
H -0.582 1.264 -3.667
H -1.361 0.327 -4.936
H -0.356 -0.492 -3.733
H -2.606 2.351 -3.001
H -4.083 1.432 -2.653
H -3.440 1.503 -4.288
H -2.636 -1.926 -3.602
H -3.539 -0.745 -4.523
H -4.055 -1.153 -2.893
O 2.620 4.441 1.465
P 2.153 3.074 0.881
O 3.109 1.991 1.094
O 0.666 2.785 1.260
O 1.916 3.324 -0.752
P 0.777 4.299 -1.430
O 0.784 5.527 -0.417
O 1.051 4.629 -2.817
O -0.532 3.470 -1.139
H 2.066 5.190 1.221
H 0.639 6.367 -0.858
C 1.812 1.514 -3.386
O 1.430 0.832 -2.172
C 2.363 -0.046 -1.681
C 3.413 -0.580 -2.407
C 4.261 -1.492 -1.786
Br 5.670 -2.234 -2.790
C 4.104 -1.859 -0.460
C 3.064 -1.303 0.277
C 2.197 -0.426 -0.361
O 1.048 0.037 0.292
C 2.836 -1.616 1.699
N 2.696 -2.795 2.213
C 2.375 -2.561 3.552
C 2.122 -3.475 4.573
C 1.839 -2.971 5.823
C 1.812 -1.587 6.067
C 2.055 -0.669 5.063
C 2.324 -1.189 3.804
N 2.587 -0.571 2.580
H 2.821 1.910 -3.272
H 1.118 2.337 -3.523
H 1.754 0.822 -4.226
H 3.576 -0.311 -3.439
H 4.776 -2.557 0.016
H 1.170 -0.099 1.266
H 2.156 -4.537 4.381
H 1.642 -3.650 6.640
H 1.597 -1.234 7.064
H 2.035 0.394 5.252
H 2.993 0.359 2.445

---

[2]
80
Properties=species:S:1:pos:R:3 method="wB97M-V/def2-TZVPD" de_lowest_kj_mol=211.4 fmax_ha_per_bohr=0.072 homo_ha=-0.469 total_charge=+2 multiplicity=1
C 1.920 4.348 -1.106
C 0.980 4.080 -2.120
C 1.430 3.812 -3.419
C 2.813 3.747 -3.634
N 3.693 3.946 -2.650
C 3.280 4.260 -1.421
C -0.411 3.970 -1.778
C -1.488 3.771 -1.227
C -2.463 3.191 -0.318
C -2.800 1.835 -0.472
C -3.502 1.147 0.549
C -3.711 1.859 1.701
C -3.505 3.194 1.883
C -2.923 3.901 0.803
Sr -1.762 0.741 2.748
P 1.562 -0.207 0.319
H 0.729 3.614 -4.228
H 1.596 4.578 -0.092
H 3.205 3.510 -4.627
H 4.035 4.442 -0.652
H -2.755 4.976 0.852
H -2.499 1.316 -1.389
H -3.793 3.707 2.806
H -3.817 0.108 0.417
C 2.201 -1.945 0.531
C 3.283 -2.496 -0.389
H 1.296 -2.567 0.435
H 2.528 -2.021 1.580
H 3.496 -3.534 -0.098
H 2.978 -2.523 -1.441
H 4.232 -1.952 -0.313
C 1.788 0.154 -1.495
C 3.182 0.377 -2.065
H 1.184 1.064 -1.656
H 1.276 -0.657 -2.040
H 3.098 0.539 -3.149
H 3.658 1.279 -1.658
H 3.854 -0.478 -1.924
C 2.874 0.837 1.116
C 4.327 0.375 1.089
H 2.541 0.920 2.166
H 2.782 1.842 0.673
H 4.922 1.071 1.696
H 4.458 -0.626 1.518
H 4.760 0.387 0.080
Br -4.271 0.646 3.755
P -1.500 -1.551 -1.691
C -0.453 -2.705 -2.702
C -1.037 -4.052 -3.114
H 0.454 -2.863 -2.094
H -0.137 -2.142 -3.594
H -0.271 -4.615 -3.662
H -1.328 -4.663 -2.252
H -1.895 -3.948 -3.789
C -2.595 -2.695 -0.721
C -3.944 -3.127 -1.292
H -2.762 -2.163 0.232
H -1.995 -3.585 -0.485
H -4.468 -3.741 -0.547
H -4.605 -2.284 -1.522
H -3.848 -3.748 -2.192
C -2.651 -0.780 -2.932
C -3.029 -1.558 -4.186
H -2.134 0.146 -3.233
H -3.555 -0.472 -2.380
H -3.638 -0.909 -4.829
H -2.157 -1.854 -4.779
H -3.634 -2.445 -3.964
N 2.187 -3.501 5.488
C 1.534 -2.552 5.705
C 0.695 -1.395 5.936
C 0.184 -1.113 7.210
C -0.691 -0.039 7.372
C -1.046 0.711 6.245
N -0.583 0.403 5.022
C 0.310 -0.592 4.855
H 0.471 -1.743 8.050
H -1.113 0.225 8.340
H -1.727 1.565 6.310
H 0.699 -0.753 3.839

---

[3]
80
Properties=species:S:1:pos:R:3 method="wB97M-V/def2-TZVPD" fmax_ha_per_bohr=0.082 homo_ha=-0.226 multiplicity=1
C 2.926 4.524 0.507
C 2.032 4.132 -0.654
C 1.961 5.254 -1.659
N 0.645 3.950 -0.200
N -0.094 5.051 -0.133
N -1.228 4.673 0.486
C -2.301 5.678 0.609
C -2.662 6.146 -0.786
C -1.797 6.839 1.442
C -1.193 3.377 0.858
C -2.318 2.713 1.528
C -2.485 2.838 2.927
C -3.557 2.220 3.554
C -4.495 1.493 2.808
C -4.338 1.369 1.422
C -3.250 1.956 0.787
C 0.024 2.857 0.393
C 0.407 1.518 0.329
H 3.946 4.687 0.139
H 2.567 5.465 0.951
H 2.953 3.744 1.275
H 2.320 3.172 -1.085
H 2.965 5.501 -2.015
H 1.348 4.970 -2.519
H 1.510 6.133 -1.181
H -3.147 5.184 1.095
H -3.407 6.946 -0.730
H -1.763 6.521 -1.289
H -3.074 5.323 -1.378
H -2.551 7.635 1.468
H -1.592 6.527 2.470
H -0.876 7.238 1.003
H -1.742 3.407 3.486
H -3.672 2.306 4.633
H -5.348 1.024 3.306
H -5.068 0.815 0.833
H -3.093 1.849 -0.287
H -0.116 0.882 1.038
H 1.342 1.271 -0.171
C -0.631 -6.667 0.820
C -0.401 -5.287 1.447
C -1.697 -4.872 2.132
C 0.682 -5.448 2.520
C 0.065 -4.234 0.402
C -0.490 -2.982 0.264
C -0.010 -2.003 -0.681
C -0.496 -0.667 -0.723
C -0.571 0.026 -1.996
F -1.496 1.056 -1.955
F 0.647 0.596 -2.397
F -0.961 -0.755 -3.072
C 1.005 -2.436 -1.593
C 1.677 -3.620 -1.457
C 2.922 -3.959 -2.318
C 4.151 -4.031 -1.407
C 3.166 -2.891 -3.378
C 2.768 -5.308 -3.025
C 1.249 -4.567 -0.413
O 1.891 -5.628 -0.214
H 0.292 -7.038 0.371
H -0.947 -7.368 1.602
H -1.412 -6.623 0.056
H -1.583 -3.921 2.661
H -2.517 -4.792 1.410
H -1.973 -5.635 2.871
H 0.883 -4.487 3.001
H 0.351 -6.163 3.280
H 1.600 -5.818 2.058
H -1.357 -2.681 0.867
H -1.130 -0.320 0.083
H 1.283 -1.729 -2.373
H 4.018 -4.830 -0.674
H 5.049 -4.228 -2.003
H 4.276 -3.081 -0.878
H 2.318 -2.822 -4.066
H 3.341 -1.914 -2.917
H 4.056 -3.150 -3.961
H 1.899 -5.293 -3.691
H 3.664 -5.509 -3.623
H 2.640 -6.106 -2.291

---

[4]
87
Properties=species:S:1:pos:R:3 method="wB97M-V/def2-TZVPD" fmax_ha_per_bohr=0.027 homo_ha="-0.586 / -0.586" total_charge=+3 multiplicity=1
Os -0.096 -0.064 0.694
C 3.698 1.725 1.349
C 3.368 3.058 1.548
C 2.066 3.477 1.309
C 1.135 2.556 0.873
N 1.483 1.265 0.626
C 2.732 0.854 0.893
C -0.277 2.846 0.601
C -0.860 4.087 0.423
C -2.177 4.144 -0.014
C -2.852 2.974 -0.334
C -2.216 1.762 -0.131
N -0.988 1.725 0.408
C -2.695 0.430 -0.526
C -3.956 0.164 -1.016
C -4.297 -1.144 -1.338
C -3.370 -2.154 -1.137
C -2.120 -1.829 -0.655
N -1.770 -0.561 -0.393
H 4.696 1.355 1.542
H 4.108 3.762 1.905
H 1.770 4.500 1.493
H 2.936 -0.200 0.751
H -0.297 4.994 0.591
H -2.661 5.101 -0.153
H -3.846 3.014 -0.755
H -4.674 0.963 -1.127
H -5.285 -1.370 -1.717
H -3.611 -3.188 -1.340
H -1.376 -2.583 -0.447
N 1.711 -2.179 4.499
C 0.588 -2.425 3.491
C -0.312 -3.562 3.969
P 1.501 -2.752 1.862
O 1.211 -4.264 1.515
O 2.913 -2.446 2.199
O 0.770 -1.973 0.785
P -0.305 -0.862 3.250
O -0.822 -0.548 4.684
O 0.685 0.165 2.692
O -1.380 -0.929 2.164
H 2.599 -2.354 3.963
H 1.635 -2.798 5.308
H 1.758 -1.220 4.848
H 0.260 -4.485 4.062
H -1.100 -3.747 3.239
H -0.780 -3.325 4.925
H 1.966 -4.863 1.626
H -1.559 0.068 4.829
C 3.537 -1.606 -2.110
C 3.153 -0.314 -2.833
C 3.545 -0.370 -4.317
C 3.886 0.891 -2.237
P 1.309 -0.003 -2.685
C 0.989 1.624 -3.398
C 1.071 2.742 -2.567
C 0.889 4.018 -3.076
C 0.625 4.192 -4.428
C 0.551 3.088 -5.266
C 0.730 1.810 -4.759
C 0.242 -1.305 -3.506
C 0.667 -1.775 -4.907
C 0.278 -2.534 -2.585
C -1.163 -0.695 -3.621
H 4.626 -1.670 -2.064
H 3.186 -2.489 -2.643
H 3.152 -1.643 -1.088
H 4.635 -0.442 -4.354
H 3.261 0.539 -4.848
H 3.147 -1.232 -4.843
H 4.959 0.716 -2.333
H 3.672 1.034 -1.189
H 3.651 1.810 -2.772
H 1.319 2.610 -1.525
H 0.972 4.880 -2.426
H 0.491 5.187 -4.831
H 0.360 3.221 -6.322
H 0.682 0.969 -5.435
H 1.603 -2.329 -4.889
H 0.742 -0.977 -5.641
H -0.103 -2.467 -5.256
H 1.204 -3.091 -2.718
H -0.540 -3.208 -2.852
H 0.208 -2.273 -1.535
H -1.189 0.102 -4.360
H -1.522 -0.283 -2.682
H -1.855 -1.473 -3.950